(1)
Entry from OMol25: a molecular structure, C16H31NOP2Sn in a non-equilibrium geometry (ωB97M-V/def2-TZVPD).

total charge = +2
HOMO level (alpha / beta) = -0.5049 / -0.5049 hartree
energy above the lowest of the compared OMol25 structures with the same formula, charge and spin = 4.9 kcal/mol
LUMO (alpha / beta) = -0.23334 / -0.24908 hartree

The geometry in XYZ format:
```
52
C16H31NOP2Sn | OMol25 | ωB97M-V/def2-TZVPD
P -3.759 3.991 -2.174
P -0.563 3.299 -4.428
C -2.901 4.773 -3.566
C -2.271 3.867 -4.658
H -2.145 5.440 -3.129
H -3.658 5.415 -4.055
H -2.907 2.987 -4.840
H -2.232 4.458 -5.591
C 0.469 4.579 -5.224
H 1.531 4.303 -5.147
H 0.324 5.567 -4.756
H 0.190 4.649 -6.286
C -0.311 1.776 -5.362
H -0.117 2.057 -6.412
H -1.212 1.143 -5.334
H 0.553 1.203 -4.994
C -4.246 5.349 -1.063
H -4.427 5.005 -0.033
H -5.160 5.830 -1.433
H -3.437 6.096 -1.034
C -5.209 3.199 -2.912
H -4.945 2.752 -3.882
H -5.987 3.958 -3.089
H -5.621 2.416 -2.258
Sn -0.950 -1.475 -1.968
C -0.064 3.548 -2.658
C -0.438 4.643 -1.784
C -0.046 4.573 -0.357
C -0.869 3.562 0.530
C -2.259 3.520 0.139
C -2.816 2.929 -1.057
C -1.926 1.910 -1.875
C -0.416 2.146 -2.023
C -1.488 -0.794 0.082
H 1.042 3.567 -2.719
H -0.493 5.647 -2.234
H -0.216 5.569 0.079
H 1.037 4.368 -0.250
H -0.403 2.562 0.555
H -0.831 3.925 1.571
H -2.968 3.977 0.826
H -3.667 2.322 -0.665
H -2.369 1.735 -2.872
H -2.069 0.933 -1.397
H 0.098 2.020 -1.059
H -0.022 1.306 -2.630
H -2.156 -1.555 0.488
H -2.032 0.152 0.054
H -0.602 -0.679 0.717
O 1.892 -2.873 0.856
C 1.364 -2.546 -0.154
N 0.870 -2.236 -1.214
```



(2)
Entry from OMol25: a molecular structure, C16H31NP2Pt in a non-equilibrium geometry (ωB97M-V/def2-TZVPD).

HOMO level (alpha / beta) = -0.1658 / -0.2159 hartree
energy above the lowest of the compared OMol25 structures with the same formula, charge and spin = 150.3 kcal/mol
LUMO (alpha / beta) = 0.01562 / -0.00966 hartree
multiplicity = 3

The geometry in XYZ format:
```
51
C16H31NP2Pt | OMol25 | ωB97M-V/def2-TZVPD
P 0.301 -2.107 1.350
P -0.206 2.612 2.056
C 0.558 0.218 0.272
C 0.775 1.587 0.818
H -0.341 0.045 -0.331
H 1.445 -0.300 -0.097
H 1.870 1.701 1.004
H 0.393 2.306 0.077
C -1.716 3.197 1.305
H -2.253 3.799 2.064
H -2.350 2.351 1.002
H -1.409 3.816 0.452
C 1.087 3.846 2.250
H 0.827 4.673 1.584
H 2.051 3.418 1.941
H 1.161 4.177 3.291
C -0.913 -3.260 0.718
H -1.155 -3.976 1.512
H -0.516 -3.788 -0.161
H -1.827 -2.718 0.435
C 1.924 -2.765 0.920
H 2.673 -1.975 0.794
H 1.884 -3.334 -0.020
H 2.276 -3.462 1.693
Pt -0.265 -0.135 2.098
C 0.326 1.281 -1.982
C -1.014 1.284 -1.701
C -1.992 0.526 -2.520
C -1.561 -0.918 -2.901
C -0.732 -1.610 -1.857
C 0.620 -1.692 -1.890
C 1.507 -0.892 -2.767
C 1.045 0.593 -3.064
C -0.127 -2.031 3.210
H 1.000 2.003 -1.525
H -1.447 2.062 -1.065
H -2.136 1.101 -3.446
H -2.966 0.472 -2.017
H -2.485 -1.514 -2.998
H -1.178 -0.937 -3.943
H -1.286 -2.249 -1.190
H 1.095 -2.554 -1.435
H 1.626 -1.389 -3.746
H 2.523 -0.839 -2.336
H 1.982 1.168 -3.175
H 0.590 0.673 -4.062
H 0.432 -1.479 3.981
H 0.470 -2.955 3.139
H -1.128 -2.300 3.564
N -0.797 1.336 4.901
C -0.640 0.930 3.802
```



(3)
Entry from OMol25: a molecular structure, C16H31NP2SZr in a non-equilibrium geometry (ωB97M-V/def2-TZVPD).

total charge = +2
HOMO level = -0.4481 hartree
energy above the lowest of the compared OMol25 structures with the same formula, charge and spin = 163.1 kcal/mol
LUMO = -0.30490 hartree

The geometry in XYZ format:
```
52
C16H31NP2SZr | OMol25 | ωB97M-V/def2-TZVPD
P 1.325 0.300 -2.091
P 1.593 -1.201 1.452
C 2.627 -0.131 -1.026
C 2.354 -1.395 -0.159
H 2.878 0.771 -0.423
H 3.453 -0.362 -1.714
H 1.722 -2.123 -0.682
H 3.330 -1.855 0.033
C 2.799 -0.478 2.639
H 2.267 -0.128 3.540
H 3.341 0.374 2.197
H 3.514 -1.251 2.980
C 0.772 -2.435 2.533
H 1.359 -2.816 3.367
H 0.396 -3.261 1.935
H -0.077 -1.889 2.962
C 1.985 1.585 -3.243
H 1.240 2.084 -3.903
H 2.727 1.036 -3.834
H 2.472 2.374 -2.634
C 0.542 -1.218 -2.930
H 0.169 -1.919 -2.170
H 1.438 -1.621 -3.404
H -0.237 -1.028 -3.730
Zr -0.895 0.837 -2.579
C -2.187 -0.141 2.660
C -1.285 0.852 2.592
C 0.089 0.826 2.059
C 0.124 1.834 0.940
C -0.411 0.954 -0.144
C -0.943 -0.355 -0.241
C -1.663 -1.365 0.615
C -2.784 -0.785 1.489
C -3.028 0.356 -2.270
H -2.836 -0.149 3.548
H -1.511 1.656 3.306
H 0.307 -0.245 1.628
H 0.922 1.002 2.750
H -0.601 2.689 1.024
H 1.131 2.273 0.712
H -0.390 1.781 -1.012
H -1.220 -0.735 -1.307
H -0.933 -1.986 1.168
H -2.163 -2.077 -0.065
H -3.343 -0.093 0.826
H -3.465 -1.568 1.871
H -3.566 0.501 -1.296
H -3.378 -0.568 -2.749
H -3.300 1.155 -2.955
S -1.341 3.463 -2.625
C -2.321 3.262 -1.307
N -3.001 3.213 -0.333
```



(4)
Entry from OMol25: a molecular structure, C16H31NP2SeTc in a non-equilibrium geometry (ωB97M-V/def2-TZVPD).

total charge = +2
HOMO level (alpha / beta) = -0.5147 / -0.5114 hartree
LUMO (alpha / beta) = -0.31793 / -0.30939 hartree
multiplicity = 4

The geometry in XYZ format:
```
52
C16H31NP2SeTc | OMol25 | ωB97M-V/def2-TZVPD
P 0.531 -2.345 -4.799
P 1.050 0.517 -5.343
C -0.255 -1.537 -6.273
C 0.642 -0.479 -6.846
H -1.194 -1.092 -5.948
H -0.529 -2.277 -7.021
H 1.576 -0.870 -7.224
H 0.177 0.124 -7.617
C -0.428 1.679 -5.826
H -0.447 2.653 -5.308
H -1.419 1.210 -5.736
H -0.292 1.931 -6.894
C 2.113 1.867 -6.044
H 1.744 2.184 -7.027
H 3.135 1.501 -6.151
H 2.112 2.737 -5.374
C -1.003 -3.358 -4.700
H -1.070 -3.910 -3.761
H -1.039 -4.045 -5.551
H -1.897 -2.727 -4.780
C 2.122 -3.104 -5.843
H 2.594 -2.452 -6.594
H 1.563 -3.973 -6.307
H 2.900 -3.471 -5.082
Tc 2.083 -2.325 -3.443
C -0.402 3.493 -1.709
C -1.649 3.092 -1.775
C -2.561 2.767 -2.969
C -3.100 1.345 -2.660
C -1.958 0.417 -2.362
C -0.646 0.601 -2.401
C 0.497 1.546 -2.687
C 0.797 2.557 -1.614
C 0.873 -3.546 -2.248
H -0.090 4.565 -1.636
H -2.223 2.893 -0.806
H -2.040 2.762 -3.940
H -3.413 3.471 -2.996
H -3.819 1.401 -1.826
H -3.694 0.977 -3.503
H -2.332 -0.591 -2.178
H -0.238 -0.399 -2.439
H 0.399 2.076 -3.669
H 1.366 0.872 -2.790
H 0.963 2.040 -0.651
H 1.720 3.089 -1.887
H 1.523 -3.620 -1.332
H 0.665 -4.569 -2.611
H -0.076 -3.095 -1.898
Se 1.203 -0.319 0.951
C 1.578 -0.951 -0.638
N 1.889 -1.313 -1.747
```



(5)
Entry from OMol25: a molecular structure, C16H32B2Br16CaF8 in a non-equilibrium geometry (ωB97M-V/def2-TZVPD).

HOMO level = -0.3617 hartree
LUMO = -0.01144 hartree

The geometry in XYZ format:
```
75
C16H32B2Br16CaF8 | OMol25 | ωB97M-V/def2-TZVPD
Ca 5.135 -2.496 17.300
B 5.303 -5.566 17.734
F 5.264 -4.795 16.528
F 4.443 -6.639 17.699
F 6.596 -5.875 17.993
F 4.929 -4.596 18.788
B 5.481 -0.706 19.213
F 6.399 -1.875 19.263
F 4.249 -1.345 19.246
F 5.623 0.147 20.235
F 5.595 -0.258 17.905
Br 5.893 -4.974 22.226
C 5.805 -6.745 21.264
C 5.326 -7.894 22.003
Br 6.619 -8.437 23.445
H 6.834 -6.768 21.067
H 5.162 -6.491 20.396
H 5.328 -8.702 21.300
H 4.384 -7.788 22.524
Br 2.408 1.454 17.355
C 2.430 2.316 19.084
C 2.165 3.823 18.941
Br 2.335 4.520 20.754
H 3.399 2.157 19.513
H 1.700 1.798 19.762
H 1.202 4.065 18.640
H 2.854 4.322 18.333
Br 8.218 -2.263 16.226
C 9.163 -2.887 17.909
C 10.545 -3.412 17.746
Br 10.495 -4.884 16.530
H 8.514 -3.642 18.270
H 9.010 -2.022 18.482
H 10.893 -3.629 18.721
H 11.244 -2.677 17.468
Br 10.867 -1.738 21.878
C 9.381 -1.197 22.922
C 8.040 -1.506 22.258
Br 6.681 -1.189 23.531
H 9.499 -0.184 23.186
H 9.553 -1.821 23.749
H 8.116 -2.588 22.009
H 7.914 -0.856 21.365
Br -0.251 -6.695 18.426
C 0.528 -5.329 17.284
C 1.501 -4.444 18.045
Br 2.221 -3.114 16.776
H -0.339 -4.766 16.945
H 1.049 -5.868 16.549
H 2.342 -5.129 18.464
H 0.985 -3.729 18.705
Br 9.765 -5.844 21.685
C 10.578 -5.742 23.560
C 10.297 -4.445 24.268
Br 11.407 -4.751 25.884
H 11.697 -5.814 23.397
H 10.292 -6.651 24.025
H 9.264 -4.386 24.597
H 10.708 -3.574 23.720
Br 2.733 -4.074 12.152
C 4.169 -3.123 13.205
C 3.574 -1.711 13.481
Br 4.512 -0.886 14.902
H 5.054 -3.001 12.540
H 4.356 -3.666 14.129
H 2.581 -1.723 13.913
H 3.591 -1.019 12.664
Br 2.274 -1.622 24.209
C 3.105 -2.184 22.530
C 2.125 -2.653 21.447
Br 0.826 -1.368 20.774
H 3.720 -3.014 22.848
H 3.677 -1.324 22.166
H 1.476 -3.509 21.776
H 2.748 -3.046 20.583
```



(6)
Entry from OMol25: 8 unconnected molecules or ions with the total composition C16H32Br16 in a non-equilibrium geometry (ωB97M-V/def2-TZVPD).

HOMO level = -0.3697 hartree
energy above the lowest of the compared OMol25 structures with the same formula, charge and spin = 30.5 kcal/mol
SMILES = BrCCBr.BrCCBr.BrCCBr.BrCCBr.BrCCBr.BrCCBr.BrCCBr.BrCCBr
LUMO = 0.00255 hartree

The geometry in XYZ format:
```
64
C16H32Br16 | OMol25 | ωB97M-V/def2-TZVPD
Br 0.520 7.509 -0.658
C 0.459 5.713 0.175
C -0.921 5.195 0.382
Br -1.668 6.294 1.877
H 0.949 5.772 1.146
H 1.092 5.033 -0.395
H -1.024 4.134 0.596
H -1.557 5.461 -0.461
Br -4.724 -4.708 -2.487
C -2.857 -4.224 -2.002
C -2.354 -3.109 -2.899
Br -2.073 -3.863 -4.761
H -2.213 -5.093 -2.111
H -2.755 -3.868 -0.979
H -1.438 -2.679 -2.499
H -3.068 -2.292 -2.985
Br 1.782 5.495 -3.399
C 2.498 4.391 -4.899
C 2.572 2.933 -4.557
Br 3.263 1.866 -6.095
H 3.482 4.827 -5.051
H 1.877 4.539 -5.779
H 1.572 2.547 -4.367
H 3.194 2.622 -3.723
Br 1.932 -2.480 -8.225
C 1.696 -2.327 -6.242
C 0.459 -1.465 -6.047
Br 0.278 -0.988 -4.092
H 2.602 -1.786 -5.983
H 1.655 -3.312 -5.787
H -0.441 -1.998 -6.344
H 0.503 -0.522 -6.585
Br -2.729 1.759 1.575
C -1.857 1.041 3.175
C -1.529 2.200 4.102
Br -0.798 1.671 5.874
H -0.891 0.606 2.921
H -2.437 0.228 3.606
H -2.397 2.835 4.272
H -0.763 2.864 3.707
Br 2.353 -0.238 3.591
C 2.775 -1.399 5.080
C 2.019 -0.913 6.346
Br 2.847 0.695 7.068
H 3.844 -1.578 5.152
H 2.294 -2.327 4.771
H 2.142 -1.712 7.081
H 0.935 -0.882 6.269
Br -1.302 -6.294 2.861
C -1.904 -4.589 3.647
C -1.351 -4.385 5.022
Br -1.509 -2.440 5.400
H -2.989 -4.666 3.638
H -1.644 -3.776 2.975
H -0.305 -4.675 5.083
H -1.951 -4.891 5.774
Br -1.185 -1.414 0.541
C 0.399 -0.483 -0.095
C 0.002 0.829 -0.853
Br 1.700 1.679 -1.350
H 0.951 -1.165 -0.741
H 1.111 -0.299 0.708
H -0.554 1.509 -0.215
H -0.568 0.596 -1.749
```



Energy across the listed records, respectively: -1654.55009 -1484.59665 -1809.92808 -3846.97984 -43339.91801 -41813.06518 Eh.